[1]
{
  "formula": "C2H4ClN3O2",
  "method": "wB97M-V/def2-TZVPD",
  "e_lumo_ev": 0.284,
  "mol_weight_g_mol": 137.5,
  "spin_multiplicity": 1,
  "elements": ["H", "C", "O", "H", "O", "H", "N", "N", "C", "N", "H", "Cl"],
  "xyz": [[1.4287, -1.6040, -0.3673], [1.3657, -0.5222, -0.2280], [-2.9904, 0.4309, 0.3776], [0.9622, 0.8249, -1.8848], [-3.8833, -1.4017, 1.0688], [0.0262, -0.1326, 1.7119], [-0.3138, 0.6128, -0.2699], [0.5585, 0.1396, -1.2597], [0.3006, 0.0014, 0.6873], [-2.8759, -0.9125, 0.6706], [-2.1164, 0.7170, 0.0246], [2.9977, 0.1217, 0.0074]],
  "forces_ev_per_a": [[0.0, 0.2, 0.1], [0.3, -0.2, -0.1], [-0.9, -0.2, 0.3], [0.1, 0.2, 0.3], [1.1, 1.1, -0.5], [-0.2, 0.0, 0.3], [-0.1, 0.1, 0.9], [0.1, -0.5, -0.7], [0.1, 0.3, -0.6], [-0.4, -0.5, 0.2], [0.1, -0.4, 0.0], [-0.1, 0.0, 0.0]],
  "nbo_charge": [0.23, -0.11, -0.57, 0.38, -0.30, 0.22, -0.24, -0.45, 0.02, 0.33, 0.50, -0.02]
}

---

[2]
{
  "formula": "C36H43As3BrF9N2O4RbS2Sb",
  "method": "wB97M-V/def2-TZVPD",
  "e_lumo_ev": -0.038,
  "mol_weight_g_mol": 1314.8,
  "spin_multiplicity": 1,
  "elements": ["C", "H", "F", "H", "F", "F", "C", "C", "C", "H", "C", "H", "F", "H", "C", "H", "H", "C", "As", "H", "H", "C", "H", "Br", "C", "H", "H", "As", "H", "H", "S", "H", "C", "H", "C", "H", "H", "H", "H", "C", "C", "As", "C", "H", "H", "S", "C", "C", "H", "O", "O", "H", "H", "O", "C", "C", "C", "H", "H", "H", "H", "C", "H", "C", "F", "C", "H", "C", "H", "C", "H", "Sb", "C", "H", "F", "N", "H", "H", "F", "C", "C", "C", "F", "C", "C", "H", "N", "C", "H", "C", "C", "Rb", "C", "H", "C", "F", "H", "C", "H", "H", "H", "O"],
  "xyz": [[3.2537, 0.9573, 3.6200], [5.9729, -1.5376, 1.3025], [1.8621, -3.9289, 6.7191], [0.6806, 3.9521, -1.9285], [-0.8907, 3.7265, 3.0325], [-0.4436, 3.0804, 1.0187], [4.9978, -1.8715, 0.9813], [-5.0354, -4.6357, 2.3044], [3.4932, 3.0983, -2.8239], [-2.0252, 1.1776, -7.9848], [-2.9846, -3.7736, 1.4765], [1.4674, -1.4007, 3.0515], [-4.3745, 3.2817, 5.5389], [3.0185, 0.4251, -4.1978], [4.4001, -3.0015, 1.5072], [-0.5430, 1.6435, -4.7015], [-4.3827, -1.6550, 3.7090], [-2.5400, 0.2632, 3.4534], [0.2417, 1.9486, -7.1134], [2.3287, 1.7976, -5.0403], [4.4011, 2.5199, -2.9943], [-1.2187, -2.1551, -1.8033], [-2.2461, 2.4757, -6.7907], [5.0566, 0.4278, -0.6729], [-3.9329, -4.7838, 1.4839], [-0.9641, 0.2695, -5.7151], [-0.0759, -1.6797, -4.3323], [-0.7940, -0.3197, -2.3589], [-2.1148, -3.8810, 0.8360], [-3.8332, -5.6703, 0.8730], [1.7070, 3.9072, 2.3849], [-1.1777, 0.1779, 5.1167], [-2.0553, 0.6509, 4.6967], [-2.2904, 1.9926, 6.3705], [-0.1469, 0.9448, -5.4426], [2.8290, -2.4699, 4.8209], [-2.0855, -2.1315, -1.1422], [2.1763, -0.1492, -6.6705], [0.3868, 4.4691, -7.2290], [-1.6430, 2.1353, -7.6335], [-3.6452, 0.9204, 2.9226], [1.9811, 1.8863, -2.5243], [-0.2527, -3.5084, 5.7884], [-2.5819, -0.7839, -4.1468], [1.5488, -2.8325, -0.2850], [1.5984, 1.7234, 4.0830], [2.1042, 1.0220, -4.3001], [-5.2178, -3.5248, 3.1040], [4.9096, -3.5860, 2.2615], [1.4510, 1.4608, 5.4732], [0.6835, 1.0659, 3.1762], [-0.3859, 4.0030, -5.7009], [-4.0310, 0.6407, 1.9471], [2.1187, 5.2650, 2.4469], [1.1189, -3.3406, 5.7629], [2.5330, -2.5818, 0.0950], [0.4214, 3.7681, -6.3953], [3.6377, 3.7196, -1.9402], [2.3320, -1.4666, -5.5028], [0.6687, 3.7807, -3.6936], [2.6278, -4.2361, 1.4511], [-0.1320, 3.9786, 1.9748], [-2.5496, 0.9488, -3.7510], [3.1368, -3.3684, 1.0566], [4.2043, 1.8679, 3.4694], [1.7546, -2.5919, 4.7925], [3.3098, 3.7378, -3.6887], [-3.7711, 2.2898, 4.8568], [1.3801, 3.8911, -5.8928], [-4.2794, 1.9343, 3.6223], [-1.7273, 2.8573, -8.4447], [-1.5478, -1.1967, 2.2615], [0.4466, -0.8759, -3.8013], [-2.0843, -3.0325, 4.8046], [3.6255, 0.0909, 4.5605], [1.7712, 3.2574, 3.8195], [-6.0975, -3.4520, 3.7285], [-5.1423, 2.4514, 3.2266], [3.1517, 0.2677, 2.4651], [0.9752, -1.9986, 3.8108], [-0.4056, -2.1433, 3.7986], [0.9957, 0.1137, -4.8466], [-0.4343, 5.1822, 1.4996], [1.6322, -0.7555, -5.9463], [-1.0084, -2.9025, 4.7971], [-0.7060, -4.1005, 6.5710], [3.0912, -1.4842, -0.4224], [0.5789, 3.2422, -2.7512], [-0.4101, 2.7886, -2.6791], [4.2859, -1.1573, 0.0243], [-3.1251, -2.6427, 2.2760], [1.0658, 0.8054, 0.5689], [-2.6674, 1.6708, 5.4100], [1.2877, -1.3365, -3.2700], [-2.4776, -0.0559, -3.3413], [-5.9655, -5.6099, 2.3223], [-0.3842, -2.5931, -1.2575], [-4.2518, -2.5292, 3.0820], [-1.4428, -2.7755, -2.6722], [0.8687, -1.3204, -6.4868], [-3.2925, -0.1969, -2.6300], [2.2450, 3.0705, 1.3376]],
  "forces_ev_per_a": [[0.1, 0.1, 0.3], [0.0, 0.0, 0.0], [0.0, 0.0, 0.0], [0.0, 0.0, 0.0], [0.0, 0.0, 0.0], [-0.1, 0.0, 0.0], [0.0, 0.0, 0.0], [0.0, 0.0, 0.0], [0.0, 0.0, 0.0], [0.0, 0.0, 0.0], [0.1, 0.0, 0.0], [0.0, -0.1, 0.0], [0.0, 0.0, 0.0], [0.0, 0.0, 0.0], [-0.1, 0.0, -0.1], [0.0, 0.0, 0.0], [0.0, 0.0, 0.0], [0.1, -0.1, -0.1], [0.0, 0.0, 0.0], [0.0, 0.0, 0.0], [0.0, 0.0, 0.0], [0.0, 0.0, 0.0], [0.0, 0.0, 0.0], [0.0, 0.0, 0.0], [-0.1, 0.0, 0.0], [0.0, 0.0, 0.0], [0.0, 0.0, 0.0], [-0.1, 0.1, -0.1], [0.0, 0.0, 0.0], [0.0, 0.0, 0.0], [-0.2, 0.0, 0.1], [0.0, 0.0, 0.0], [0.0, 0.0, 0.1], [0.0, 0.0, 0.0], [-0.1, 0.0, 0.0], [0.0, 0.0, 0.0], [0.0, 0.0, 0.0], [0.0, 0.0, 0.0], [0.0, 0.0, 0.0], [0.0, 0.0, 0.0], [-0.1, 0.0, -0.1], [0.0, 0.1, -0.1], [0.1, 0.0, 0.0], [0.0, 0.0, 0.0], [0.0, 0.0, 0.0], [0.1, 0.1, 0.0], [0.1, 0.1, 0.1], [0.0, -0.1, 0.0], [0.0, 0.0, 0.0], [0.1, 0.0, 0.2], [-0.2, 0.0, 0.0], [0.0, 0.0, 0.0], [0.0, 0.0, 0.0], [0.0, 0.2, 0.1], [0.0, 0.0, 0.0], [-0.1, -0.1, 0.0], [0.0, 0.0, 0.0], [0.0, 0.0, 0.0], [0.0, 0.0, 0.0], [0.0, 0.0, 0.1], [0.0, 0.0, 0.0], [0.0, 0.2, 0.2], [0.0, 0.0, 0.0], [0.1, 0.0, 0.1], [0.0, -0.1, 0.0], [0.0, -0.1, 0.1], [0.0, 0.0, 0.0], [0.0, 0.0, 0.0], [0.0, 0.0, 0.0], [0.0, 0.1, 0.1], [0.0, 0.0, 0.0], [0.0, -0.1, 0.1], [-0.1, -0.1, 0.0], [0.0, 0.0, 0.0], [0.0, 0.0, 0.0], [0.0, 0.0, 0.0], [0.0, 0.0, 0.0], [0.0, 0.0, 0.0], [0.0, 0.0, -0.1], [0.2, 0.0, -0.1], [-0.2, 0.1, 0.0], [0.0, 0.0, 0.0], [0.0, -0.1, 0.0], [0.0, 0.0, 0.0], [-0.1, 0.0, 0.0], [0.0, 0.0, 0.0], [0.0, 0.1, 0.1], [0.0, 0.0, 0.0], [0.0, 0.0, 0.0], [0.0, 0.0, 0.0], [0.1, 0.1, -0.1], [0.0, -0.6, -0.8], [-0.1, 0.0, 0.0], [0.0, 0.0, 0.0], [0.0, -0.1, 0.0], [0.0, 0.0, 0.0], [0.0, 0.0, 0.0], [0.0, 0.1, 0.1], [0.0, 0.0, 0.0], [0.0, 0.0, 0.0], [0.0, 0.0, 0.0], [0.2, 0.0, 0.0]],
  "mulliken_charge": [0.38, 0.47, -0.36, 0.56, -0.22, -0.30, -0.73, 0.33, -1.33, 0.35, -0.45, 0.51, -0.36, 0.55, -0.35, 0.00, 0.39, 0.30, 0.26, 0.51, 0.38, -0.71, 0.34, -0.11, -0.65, 0.67, 0.65, 0.56, 0.35, 0.44, 0.97, 0.38, -0.52, 0.44, -1.27, 0.54, 0.29, 0.54, 0.47, -1.22, -0.59, 0.40, -0.88, 0.35, -0.06, 1.18, -1.88, -0.77, 0.44, -0.74, -0.13, 0.31, 0.48, -0.67, 0.14, 0.40, -1.03, 0.34, 0.52, 0.14, 0.41, 0.67, 0.29, -0.81, -0.25, -0.89, 0.35, 0.38, 0.19, -0.60, 0.41, 0.46, -2.04, 0.44, -0.25, -0.73, 0.45, 0.44, 0.03, 0.20, -0.52, 2.77, -0.24, -2.33, 0.00, 0.49, -0.14, -1.01, 0.22, 0.36, -0.11, 1.64, -0.58, 0.34, -1.30, -0.34, -0.07, 0.05, 0.47, 0.44, 0.47, -0.71]
}

---

[3]
{
  "formula": "C4H13INO2",
  "method": "wB97M-V/def2-TZVPD",
  "e_lumo_ev": 3.492,
  "mol_weight_g_mol": 234.1,
  "spin_multiplicity": 1,
  "charge": -1,
  "elements": ["H", "O", "H", "H", "O", "H", "H", "I", "N", "H", "H", "C", "C", "H", "C", "H", "H", "H", "H", "C", "H"],
  "xyz": [[17.6807, 8.9487, 13.3236], [15.9984, 8.4636, 14.4298], [16.5443, 6.0225, 13.7489], [16.9881, 10.2859, 14.3052], [23.1539, 5.7496, 11.5614], [16.9147, 6.7537, 17.8421], [17.7784, 8.1296, 15.4266], [19.9837, 6.9690, 12.7388], [16.9609, 5.7357, 14.6280], [22.3512, 6.2513, 11.3527], [16.1506, 9.7001, 12.8395], [16.7538, 9.3998, 13.6967], [16.6943, 7.9968, 15.5651], [17.9496, 5.9595, 14.5000], [16.9864, 5.9982, 17.0575], [15.3339, 6.3557, 15.7103], [22.8634, 5.2681, 12.3426], [16.4510, 5.1078, 17.3923], [16.4296, 8.6081, 16.4513], [16.4178, 6.5137, 15.7359], [18.0302, 5.7048, 16.9343]],
  "forces_ev_per_a": [[0.0, 0.1, 0.1], [-0.1, 0.0, 0.1], [-0.1, 0.1, 0.1], [0.0, 0.0, -0.1], [0.0, -0.1, -0.1], [0.0, 0.0, 0.0], [-0.1, -0.1, -0.1], [0.0, 0.0, 0.0], [0.1, -0.2, 0.0], [0.0, 0.1, 0.1], [0.0, 0.1, 0.0], [0.1, 0.1, -0.3], [0.3, 0.3, 0.2], [0.0, -0.1, 0.0], [-0.1, -0.1, 0.0], [0.0, 0.2, 0.2], [0.0, 0.0, 0.1], [0.0, 0.0, -0.1], [-0.2, -0.3, -0.1], [0.0, -0.1, -0.1], [0.0, 0.2, 0.0]],
  "nbo_charge": [0.22, -0.56, 0.36, 0.15, -0.97, 0.19, 0.19, -0.97, -0.85, 0.49, 0.18, -0.26, -0.08, 0.38, -0.61, 0.18, 0.47, 0.21, 0.15, -0.07, 0.22]
}

---

[4]
{
  "formula": "C51H43CdN5Se2",
  "method": "wB97M-V/def2-TZVPD",
  "e_lumo_ev": -0.169,
  "mol_weight_g_mol": 996.3,
  "spin_multiplicity": 1,
  "elements": ["C", "C", "H", "C", "H", "H", "H", "H", "H", "H", "C", "Se", "C", "H", "H", "H", "C", "C", "H", "H", "C", "Se", "H", "C", "C", "C", "H", "H", "H", "C", "C", "H", "H", "H", "H", "C", "H", "H", "H", "C", "C", "C", "C", "C", "N", "N", "C", "C", "N", "H", "H", "H", "H", "C", "H", "H", "H", "C", "C", "C", "C", "C", "C", "C", "C", "C", "N", "H", "C", "H", "H", "C", "C", "C", "H", "C", "C", "Cd", "H", "C", "C", "C", "C", "C", "C", "H", "H", "H", "H", "C", "C", "H", "H", "C", "N", "C", "C", "H", "C", "C", "C", "H"],
  "xyz": [[-1.9064, -2.4402, 3.7490], [4.4798, 1.6239, 3.5422], [-0.6671, -3.9576, -3.0598], [6.8167, 2.1754, 3.6900], [5.4001, 2.4808, 5.2730], [-1.9906, 3.2029, -2.6908], [-1.8769, -1.4533, 4.1930], [7.6556, 2.5677, 4.2500], [-0.8218, 0.7056, -4.1642], [3.4978, 1.5848, 3.9991], [0.4298, -0.9954, 2.3346], [1.8113, 3.5332, 1.2864], [-3.9166, 0.3859, 2.8989], [-4.8109, -2.1621, -1.8742], [0.0056, 3.5075, 3.0311], [6.0876, 0.7632, 0.7006], [-3.3263, -0.5219, -0.4499], [-2.4507, -4.7769, 3.8884], [0.3514, 5.9510, -1.2951], [-5.6782, -6.2337, -2.8348], [-1.5413, 3.9114, -1.9976], [0.3705, 3.5540, -1.9974], [7.9824, 1.7017, 1.9528], [1.0929, 1.7173, -6.7690], [-2.5788, -1.7069, 0.1225], [-1.3676, -3.9064, 1.9265], [-6.3607, -3.8583, -2.7246], [-1.9609, 3.7742, -1.0040], [-3.3354, 0.5522, 3.8054], [2.5255, -1.1530, 3.1428], [-0.4326, -2.9722, -2.6920], [1.0055, 2.1085, -7.7744], [0.8897, 5.8644, 1.1033], [-4.6217, 1.5174, 1.1839], [-1.7185, 4.9222, -2.3590], [4.0616, 1.6754, -0.8093], [-1.8762, -5.9653, 2.1933], [4.8927, 2.3126, -0.5484], [1.0088, -2.6110, 3.7827], [2.4201, -0.0903, 2.1908], [-2.8439, -4.8942, -1.5566], [0.4833, -0.9101, -2.4479], [-0.7574, -1.4742, 1.7597], [4.6366, 1.1583, 2.2313], [-1.7607, 2.7076, 1.4369], [-1.3587, -1.0670, 0.6391], [-4.9918, -5.4874, -2.4567], [-2.3880, 0.3392, -0.8461], [2.3279, 0.1753, -0.5838], [-0.9236, -4.0606, 0.9514], [-4.9003, 0.0151, 3.1829], [3.4358, 0.7354, -4.5304], [-3.4123, -6.8899, -2.0795], [-2.2527, -2.5814, -0.9246], [-2.5528, 1.2833, -1.3474], [-2.8697, -5.6123, 4.4344], [-0.3840, 4.6583, 0.8065], [1.3964, 0.2119, -2.7695], [-2.4514, -3.5097, 4.4484], [-3.2209, -3.5537, -1.4836], [5.5522, 2.1254, 4.2612], [-4.0667, 1.6856, 2.1076], [3.3397, 0.7794, 0.1171], [2.3421, 1.4770, -6.2160], [2.3448, 0.6283, -1.8687], [-1.8961, -4.9747, 2.6295], [-0.4332, -1.0766, -1.4566], [1.5249, 4.1841, 3.7116], [3.4788, 0.6502, 1.4842], [-4.3930, -0.4475, -0.6044], [-3.4228, -0.3781, 2.3009], [-2.7739, 2.2549, 1.7327], [6.9960, 1.6959, 2.3998], [-1.3842, -2.6281, 2.4762], [3.2362, 1.6689, -6.7964], [0.0709, 0.9312, -4.7390], [-5.3746, -4.1553, -2.3908], [0.4881, 1.3908, 0.1486], [1.3471, 2.4241, 3.4532], [-0.9806, -0.1322, -0.4389], [5.9250, 1.1822, 1.6854], [1.3240, 0.7051, -4.1557], [0.8931, 5.0890, -0.9050], [3.4371, 1.6174, -1.9997], [0.6466, 4.9355, 0.5872], [1.9527, 5.2446, -1.1123], [-1.8559, -5.1871, -1.2223], [-1.0270, 1.5977, -6.4499], [3.4301, -1.4795, 3.6317], [-4.5002, -3.1964, -1.9038], [1.0868, 3.4137, 3.0836], [3.6795, 2.1882, -2.8828], [-4.6035, 2.4411, 2.6844], [-3.7226, -5.8538, -2.0362], [1.1607, 0.0301, 1.7957], [2.4572, 0.9662, -4.9309], [1.2814, -1.7302, 3.2228], [-2.8655, -3.3517, 5.4361], [-0.0448, 1.4303, -6.0250], [0.4816, -2.0831, -3.2233], [-1.0194, -2.3574, -1.5818], [1.1298, -2.2383, -4.0703]],
  "forces_ev_per_a": [[0.0, 0.0, 0.0], [0.0, 0.0, 0.0], [0.0, 0.0, 0.0], [0.0, 0.0, 0.0], [0.0, 0.0, 0.0], [0.0, 0.0, 0.0], [0.0, 0.0, 0.0], [0.0, 0.0, 0.0], [0.0, 0.0, 0.0], [0.0, 0.0, 0.0], [0.0, 0.0, -0.1], [0.0, 0.0, 0.0], [0.0, 0.0, 0.0], [0.0, 0.0, 0.0], [0.0, 0.0, 0.0], [0.0, 0.0, 0.0], [0.0, 0.0, 0.0], [0.0, 0.0, 0.0], [0.0, 0.0, 0.0], [0.0, 0.0, 0.0], [0.0, 0.0, 0.0], [0.0, 0.0, 0.0], [0.0, 0.0, 0.0], [0.0, 0.0, 0.0], [0.1, 0.0, 0.0], [0.0, 0.0, 0.0], [0.0, 0.0, 0.0], [0.0, 0.0, 0.0], [0.0, 0.0, 0.0], [0.0, 0.0, 0.0], [0.0, 0.0, 0.0], [0.0, 0.0, 0.0], [0.0, 0.0, 0.0], [0.0, 0.0, 0.0], [0.0, 0.0, 0.0], [0.0, 0.0, 0.0], [0.0, 0.0, 0.0], [0.0, 0.0, 0.0], [0.0, 0.0, 0.0], [0.0, 0.0, 0.0], [0.0, 0.0, 0.0], [0.0, 0.0, 0.0], [0.0, 0.0, 0.0], [0.0, 0.0, 0.0], [0.0, 0.0, 0.0], [0.0, 0.0, 0.1], [0.0, 0.0, 0.0], [0.0, 0.0, 0.0], [0.0, 0.0, 0.0], [0.0, 0.0, 0.0], [0.0, 0.0, 0.0], [0.0, 0.0, 0.0], [0.0, 0.0, 0.0], [-0.1, 0.0, 0.1], [0.0, 0.0, 0.0], [0.0, 0.0, 0.0], [0.0, 0.0, 0.0], [0.0, 0.0, 0.0], [0.0, 0.0, 0.0], [0.0, 0.0, 0.0], [0.0, 0.0, 0.0], [0.0, 0.0, 0.0], [0.0, 0.0, 0.0], [0.0, 0.0, 0.0], [0.0, 0.0, 0.0], [0.0, 0.0, 0.0], [0.0, 0.0, 0.0], [0.0, 0.0, 0.0], [0.0, 0.0, 0.0], [0.0, 0.0, 0.0], [0.0, 0.0, 0.0], [0.0, 0.0, 0.0], [0.0, 0.0, 0.0], [0.1, 0.0, 0.0], [0.0, 0.0, 0.0], [0.0, 0.0, 0.0], [0.0, 0.0, 0.0], [0.0, 0.0, 0.0], [0.0, 0.0, 0.0], [0.0, 0.0, 0.0], [0.0, 0.0, 0.0], [0.0, 0.0, 0.0], [0.0, 0.0, 0.0], [0.0, 0.0, 0.0], [0.0, 0.0, 0.0], [0.0, 0.0, 0.0], [0.0, 0.0, 0.0], [0.0, 0.0, 0.0], [0.0, 0.0, 0.0], [0.0, 0.0, 0.0], [0.0, 0.0, 0.0], [0.0, 0.0, 0.0], [0.0, 0.0, 0.0], [0.0, 0.0, 0.0], [0.0, 0.0, 0.0], [0.0, 0.0, 0.0], [0.0, 0.0, 0.0], [0.0, 0.0, 0.0], [0.0, 0.0, 0.0], [0.0, 0.0, 0.0], [0.1, 0.0, -0.1], [0.0, 0.0, 0.0]],
  "mulliken_charge": [0.03, -0.17, 0.63, -0.43, 0.40, 0.32, 0.56, 0.39, 0.48, 0.33, -0.76, -0.03, -0.73, 0.43, 0.32, 0.60, -1.48, -0.51, 0.50, 0.40, -1.09, 0.25, 0.40, -0.50, -0.47, 0.23, 0.41, 0.23, 0.35, -1.34, -1.03, 0.40, 0.45, 0.30, 0.46, -0.85, 0.43, 0.62, 0.56, -0.55, -0.05, -0.28, 0.91, 0.25, -0.31, 0.65, -0.43, -0.96, -0.91, 0.58, 0.39, 0.59, 0.40, 0.79, 0.25, 0.39, 0.15, 1.74, -1.07, -0.69, -0.95, -0.66, -0.09, -0.82, 0.13, -1.01, 1.11, 0.40, 1.29, 0.94, 0.06, 0.20, -0.87, -0.42, 0.41, 0.04, -0.89, 1.63, 0.11, 0.29, -0.41, 0.24, -1.10, -1.69, -0.43, 0.42, 0.48, 0.42, 0.60, -0.05, -0.82, 0.56, 0.41, -0.99, 0.97, -0.59, -1.00, 0.40, -0.87, -1.77, 0.76, 0.64]
}

---

So what do the calculations give for frontier orbital gap? Going down the list: 10.2, 8.7, 7.6, 5.5 eV.
So what do the calculations give for max |F|? Going down the list: 1.7, 1.0, 0.5, 0.1 eV Å⁻¹.